Entry 1:
Formula: C6H12N2O
Source: the Open Molecules 2025 dataset
Level of theory: ωB97M-V/def2-TZVPD

```
! RIJCOSX wB97M-V def2-TZVPD def2/J DEFGRID3
* xyz 0 1
C -0.85 0.11 0.52
C 1.31 0.99 -2.00
C -0.91 1.60 0.76
C -1.27 -0.73 1.71
C 1.05 -0.32 0.57
C 0.73 -0.95 -0.71
N 0.29 -2.28 -0.68
N 1.11 -0.42 -1.82
O 1.74 0.42 1.17
H -1.42 -0.18 -0.37
H 0.72 -2.84 0.04
H 0.36 -2.69 -1.60
H 1.96 1.14 -2.86
H 1.79 1.48 -1.13
H 0.37 1.51 -2.17
H -0.10 1.92 1.41
H -1.85 1.86 1.27
H -0.86 2.16 -0.17
H -2.33 -0.55 1.94
H -0.70 -0.46 2.60
H -1.16 -1.79 1.50
*
```

Properties
- largest force on an atom (Eh/bohr) = 0.107
- LUMO energy (Ha) = 0.001
- energy relative to the best compared isomer or geometry (same formula, charge and spin) (kJ/mol) = 334.7
- HOMO-LUMO gap (eV) = 7.81


Entry 2:
Formula: C15H45BF4N7O11
Source: the Open Molecules 2025 dataset
Level of theory: ωB97M-V/def2-TZVPD

```
! RIJCOSX wB97M-V def2-TZVPD def2/J DEFGRID3
* xyz -1 1
B 0.60 -2.10 0.24
F 0.26 -3.22 -0.52
F -0.48 -1.62 1.09
F 1.71 -2.34 1.09
F 1.14 -1.15 -0.61
C -1.54 -5.99 1.86
O -0.77 -6.92 1.80
N -2.80 -6.16 2.39
N -1.29 -4.71 1.48
H -3.53 -5.48 2.47
H -3.02 -7.07 2.75
H -0.35 -4.52 1.18
H -2.02 -4.04 1.59
C -3.51 -2.98 -1.14
O -4.73 -3.10 -1.27
N -2.93 -2.53 -0.03
N -2.63 -3.32 -2.13
H -3.48 -2.55 0.81
H -1.93 -2.46 0.06
H -2.99 -3.65 -3.00
H -1.63 -3.36 -1.99
C 1.04 -1.45 4.66
O 1.10 -1.41 5.89
N 2.09 -1.76 3.83
N -0.13 -1.32 4.03
H 2.92 -2.07 4.29
H 2.04 -1.52 2.85
H -0.06 -1.39 3.02
H -1.04 -1.19 4.42
C -4.03 4.68 -3.28
O -3.38 4.52 -2.03
C -3.42 5.58 -1.10
C -2.95 5.09 0.27
N -3.81 4.06 0.77
C -3.51 3.37 2.02
C -2.07 3.24 2.58
O -1.00 2.64 1.84
C -1.24 1.27 1.44
H -5.08 4.73 -2.95
H -4.09 3.74 -3.83
H -3.76 5.57 -3.84
H -4.49 5.74 -0.96
H -2.82 6.46 -1.36
H -2.78 5.82 1.07
H -1.95 4.65 0.18
H -4.03 3.32 0.12
H -3.90 2.36 1.87
H -4.04 3.81 2.87
H -2.33 2.72 3.51
H -1.73 4.18 3.01
H -1.77 1.32 0.50
H -1.66 0.77 2.32
H -0.24 0.83 1.50
C 3.21 -0.04 -2.66
C 4.10 1.03 -3.34
O 4.51 2.01 -2.41
O 2.83 -1.00 -3.61
H 2.34 0.30 -2.10
H 3.91 -0.45 -1.91
H 3.49 1.52 -4.12
H 4.91 0.71 -3.99
H 3.82 2.67 -2.30
H 2.40 -1.74 -3.11
C 3.37 -3.57 -1.48
C 4.63 -3.81 -2.28
O 5.12 -2.74 -3.07
O 2.27 -3.22 -2.35
H 3.51 -2.87 -0.66
H 3.04 -4.51 -1.03
H 4.43 -4.61 -2.99
H 5.29 -4.10 -1.45
H 4.40 -2.14 -3.32
H 1.42 -3.16 -1.87
C 1.85 2.84 0.07
C 2.82 3.96 0.52
O 4.12 3.68 0.10
O 2.43 1.56 0.23
H 1.58 3.07 -0.97
H 0.87 3.00 0.52
H 2.78 3.95 1.62
H 2.55 4.98 0.24
H 4.24 2.73 0.05
H 1.84 0.83 0.02
*
```

Properties
- largest force on an atom (Eh/bohr) = 0.054
- LUMO energy (Ha) = 0.081
- HOMO-LUMO gap (eV) = 9.06


Entry 3:
Formula: CH5NO2S
Source: the Open Molecules 2025 dataset
Level of theory: ωB97M-V/def2-TZVPD

```
! RIJCOSX wB97M-V def2-TZVPD def2/J DEFGRID3
* xyz 0 1
C 0.49 1.38 -0.13
N 1.94 -0.81 -0.41
O -0.91 -1.56 0.44
O 2.75 -1.72 -0.36
S 2.14 0.61 0.21
H 0.28 1.41 -1.25
H -0.14 0.68 0.46
H 0.32 2.34 0.43
H -0.33 -1.63 -0.24
H -0.65 -2.27 1.03
*
```

Properties
- largest force on an atom (Eh/bohr) = 0.087
- LUMO energy (Ha) = -0.004
- SMILES = CSN=O.O
- energy relative to the best compared isomer or geometry (same formula, charge and spin) (kJ/mol) = 355.2
- HOMO-LUMO gap (eV) = 8.83


Entry 4:
Formula: C10H15Br16NO2
Source: the Open Molecules 2025 dataset
Level of theory: ωB97M-V/def2-TZVPD

```
! RIJCOSX wB97M-V def2-TZVPD def2/J DEFGRID3
* xyz 0 1
C 1.71 0.16 1.47
C 0.72 0.16 0.30
N 0.12 -1.12 -0.06
C -0.56 -1.85 0.93
C -1.44 -0.97 1.84
Br -1.80 -3.10 -0.13
O 0.21 -2.61 1.86
C 1.23 -3.37 1.37
O 1.12 -4.29 0.62
H 1.17 0.36 2.40
H 2.25 -0.78 1.57
H 2.44 0.97 1.39
H 1.27 0.50 -0.58
H -0.05 0.93 0.45
H 0.68 -1.68 -0.69
H -0.92 -0.90 2.80
H -2.38 -1.50 2.00
H -1.69 -0.01 1.41
H 2.22 -3.12 1.78
C 2.42 3.94 3.05
Br 3.27 3.48 1.38
Br 0.65 3.19 3.21
Br 3.52 3.51 4.56
H 2.29 5.02 3.05
C -4.96 -0.35 -1.64
Br -4.38 0.32 -3.35
Br -3.48 -0.54 -0.41
Br -6.38 0.72 -0.89
H -5.36 -1.34 -1.80
C 5.50 4.72 -1.63
Br 4.90 6.52 -1.95
Br 4.29 3.42 -2.38
Br 7.30 4.45 -2.26
H 5.51 4.57 -0.56
C -4.51 3.47 -5.93
Br -2.82 2.55 -5.88
Br -5.96 2.28 -6.35
Br -4.84 4.43 -4.29
H -4.46 4.20 -6.72
C 0.28 -7.14 1.99
Br 0.78 -7.65 3.79
Br 1.19 -8.20 0.67
Br -1.63 -7.19 1.75
H 0.59 -6.12 1.85
*
```

Properties
- largest force on an atom (Eh/bohr) = 0.029
- LUMO energy (Ha) = -0.016
- HOMO-LUMO gap (eV) = 8.74


Entry 5:
Formula: C16H14BBrGdO2
Source: the Open Molecules 2025 dataset
Level of theory: ωB97M-V/def2-TZVPD

```
! RIJCOSX wB97M-V def2-TZVPD def2/J DEFGRID3
* xyz -1 8
C -0.86 2.79 -2.69
C 0.12 3.30 -1.80
C 1.18 2.34 -1.74
H 0.18 4.31 -1.39
C 0.84 1.24 -2.58
C -0.44 1.53 -3.18
H -0.89 0.93 -3.96
H -1.74 3.32 -3.05
H 2.16 2.47 -1.28
H 1.47 0.40 -2.82
Gd -0.90 1.22 -0.67
Br 0.27 1.73 1.76
C -3.01 -0.17 0.48
C -3.11 -0.48 -0.90
C -3.44 0.75 -1.58
H -3.06 -1.46 -1.33
C -3.54 1.78 -0.62
C -3.29 1.22 0.67
H -3.46 1.70 1.64
H -2.88 -0.90 1.28
H -3.66 0.81 -2.65
H -3.93 2.78 -0.81
O 2.02 -0.69 0.42
B 0.65 -0.44 0.76
O 0.23 -1.56 1.55
C 1.34 -2.28 1.87
C 1.54 -3.20 2.88
C 2.84 -3.57 3.23
C 3.93 -3.04 2.54
C 3.73 -2.13 1.50
C 2.44 -1.74 1.17
H 0.70 -3.60 3.45
H 3.02 -4.28 4.04
H 4.94 -3.34 2.82
H 4.59 -1.71 0.98
*
```

Properties
- largest force on an atom (Eh/bohr) = 0.055
- LUMO energy (alpha / beta) (Ha) = 0.102 / 0.102
- HOMO-LUMO gap (alpha / beta) (eV) = 6.06 / 5.88


Entry 6:
Formula: C9H7Cl2MnN3O4S3
Source: the Open Molecules 2025 dataset
Level of theory: ωB97M-V/def2-TZVPD

```
! RIJCOSX wB97M-V def2-TZVPD def2/J DEFGRID3
* xyz -2 6
Mn 1.11 -1.23 -3.73
Cl -1.28 -0.15 -1.88
C -1.83 -1.77 -1.50
Cl -0.86 -3.06 -2.23
H -2.84 -1.88 -1.87
H -1.79 -1.89 -0.42
O -0.27 -0.83 -4.72
S 2.47 1.03 4.03
C 2.04 0.53 2.48
S 3.19 -0.28 1.47
C 2.03 -0.37 0.13
N 0.90 0.17 0.46
N 0.90 0.65 1.77
C -0.35 1.23 2.16
C -0.66 1.53 3.48
C -1.90 2.08 3.79
C -2.84 2.33 2.80
C -2.52 2.03 1.48
C -1.29 1.48 1.16
S 2.51 -1.12 -1.31
H 0.04 1.33 4.27
H -2.13 2.30 4.83
H -3.80 2.76 3.05
H -3.24 2.21 0.69
H -1.06 1.22 0.14
O 3.61 -1.38 -5.38
N 3.38 -2.57 -5.15
O 3.93 -3.48 -5.78
O 2.56 -2.88 -4.23
*
```

Properties
- largest force on an atom (Eh/bohr) = 0.009
- LUMO energy (alpha / beta) (Ha) = 0.153 / 0.153
- energy relative to the best compared isomer or geometry (same formula, charge and spin) (kJ/mol) = 116.6
- HOMO-LUMO gap (alpha / beta) (eV) = 4.39 / 5.15


Entry 7:
Formula: C2H4N2O3
Source: the Open Molecules 2025 dataset
Level of theory: ωB97M-V/def2-TZVPD

```
! RIJCOSX wB97M-V def2-TZVPD def2/J DEFGRID3
* xyz 0 1
C 1.02 -0.21 0.19
C -1.06 -0.13 -0.22
N -2.27 0.28 0.22
O 1.45 0.98 -0.25
O 2.00 -1.07 0.47
N -0.16 -0.42 0.73
O -0.72 -0.09 -1.42
H 2.36 0.98 -0.55
H 2.87 -0.80 0.14
H -2.99 0.43 -0.47
H -2.52 0.04 1.16
*
```

Properties
- largest force on an atom (Eh/bohr) = 0.057
- LUMO energy (Ha) = -0.003
- SMILES = NC(=O)N=C(O)O
- energy relative to the best compared isomer or geometry (same formula, charge and spin) (kJ/mol) = 141.5
- HOMO-LUMO gap (eV) = 9.24


Entry 8:
Formula: C34H69N6O16
Source: the Open Molecules 2025 dataset
Level of theory: ωB97M-V/def2-TZVPD

```
! RIJCOSX wB97M-V def2-TZVPD def2/J DEFGRID3
* xyz -1 1
C -0.25 0.74 -0.44
O -0.76 -0.26 -1.28
H -0.97 0.93 0.38
H 0.65 0.31 0.03
H 0.00 1.70 -0.92
C -1.40 3.91 0.17
N -1.43 4.21 1.64
O -2.05 5.19 1.97
O -0.90 3.41 2.38
H -2.04 4.62 -0.34
H -1.70 2.87 0.08
H -0.38 3.99 -0.18
C 0.75 2.61 5.04
C 1.54 1.33 4.91
C 1.46 0.68 3.51
O 2.14 -0.56 3.54
C 2.04 -1.37 2.38
N 2.93 1.42 5.34
H 1.14 3.49 4.53
H 0.64 2.98 6.07
H -0.27 2.45 4.69
H 1.11 0.50 5.49
H 1.95 1.28 2.73
H 0.39 0.62 3.26
H 2.41 -0.85 1.49
H 0.98 -1.55 2.18
H 2.60 -2.29 2.50
H 3.46 0.57 5.23
H 3.45 2.02 4.71
C 4.21 2.30 -4.13
C 2.81 1.75 -3.78
C 1.69 2.79 -3.94
O 0.50 2.21 -3.55
C -0.53 3.14 -3.42
N 2.65 0.53 -4.57
H 4.34 2.68 -5.15
H 5.03 1.59 -4.11
H 4.46 3.16 -3.48
H 2.76 1.47 -2.72
H 1.68 3.13 -4.99
H 2.04 3.59 -3.28
H -1.48 2.62 -3.30
H -0.73 3.77 -4.31
H -0.34 3.87 -2.62
H 2.86 0.76 -5.53
H 3.30 -0.19 -4.30
C -4.11 0.97 2.26
C -3.44 0.78 3.59
C -2.54 -0.42 3.70
O -2.01 -0.53 4.99
C -1.16 -1.59 5.28
N -2.84 2.04 4.08
H -4.73 1.86 2.18
H -4.68 0.11 1.90
H -3.31 1.04 1.51
H -4.22 0.56 4.33
H -1.77 -0.31 2.92
H -3.08 -1.32 3.37
H -0.69 -1.43 6.25
H -0.39 -1.72 4.50
H -1.60 -2.59 5.35
H -2.12 1.84 4.75
H -2.38 2.48 3.28
C -5.03 -0.30 -2.39
C -3.77 -0.65 -3.19
C -4.06 -1.42 -4.49
O -2.89 -2.11 -4.85
C -3.10 -3.08 -5.85
N -2.78 0.42 -3.33
H -4.83 0.44 -1.61
H -5.47 -1.15 -1.85
H -5.71 0.22 -3.07
H -3.27 -1.41 -2.57
H -4.25 -0.62 -5.22
H -4.91 -2.08 -4.30
H -3.20 -2.53 -6.79
H -3.97 -3.73 -5.72
H -2.25 -3.75 -5.98
H -2.66 0.80 -2.39
H -3.14 1.20 -3.89
C 3.37 -2.99 -0.54
C 2.43 -2.82 -1.78
C 1.24 -3.71 -1.46
O 0.27 -3.64 -2.46
C -0.79 -4.56 -2.30
N 2.17 -1.39 -1.91
H 3.62 -4.01 -0.23
H 2.81 -2.61 0.32
H 4.25 -2.36 -0.61
H 2.94 -3.16 -2.69
H 0.81 -3.46 -0.48
H 1.63 -4.73 -1.33
H -1.05 -4.61 -1.24
H -0.46 -5.59 -2.51
H -1.71 -4.36 -2.86
H 3.00 -0.87 -1.66
H 1.59 -1.09 -1.12
C 5.64 3.52 0.35
C 4.43 3.96 0.72
C 3.22 3.14 0.47
O 2.10 3.51 0.80
C 3.39 1.82 -0.10
C 4.61 1.39 -0.48
C 5.89 2.19 -0.20
O 7.01 1.80 -0.44
O 4.79 0.25 -1.15
O 4.29 5.10 1.38
H 6.51 4.02 0.75
H 2.53 1.19 -0.30
H 5.60 0.21 -1.67
H 3.38 5.43 1.40
C -3.37 -4.27 2.13
C -2.12 -4.58 2.44
C -0.99 -3.81 1.87
O 0.18 -4.08 2.07
C -1.36 -2.63 1.08
C -2.65 -2.32 0.82
C -3.86 -3.07 1.39
O -5.01 -2.78 1.27
O -3.01 -1.31 0.05
O -1.81 -5.56 3.31
H -4.19 -4.78 2.62
H -0.65 -2.06 0.49
H -2.21 -0.80 -0.24
H -0.84 -5.60 3.38
*
```

Properties
- largest force on an atom (Eh/bohr) = 0.053
- LUMO energy (Ha) = 0.007
- HOMO-LUMO gap (eV) = 4.32